This record from OMol25 describes 10 unconnected molecules or ions with the total composition C78H168N8O10. The level of theory is ωB97M-V/def2-TZVPD.

Properties
Total charge: 0
Frontier orbital gap: 8.34 eV
Energy relative to the best compared isomer or geometry (same formula, charge and spin): 430.4 kJ/mol
Structure (SMILES): CC1(C)CCCC(C)(C)N1O.CC1(C)CCCC(C)(C)N1O.CC1(C)CCCC(C)(C)N1O.CC1(C)CCCC(C)(C)N1O.CC1(C)CCCC(C)(C)N1O.CC1(C)CCCC(C)(C)N1O.CC1(C)CCCC(C)(C)N1O.CC1(C)CCCC(C)(C)N1O.CC(C)O.CC(C)O
Highest occupied orbital energy: -0.29367 hartree

Last columns: bonded neighbours and bond lengths (Å).
Atoms and positions in Å:
1 C -1.29 -4.75 0.39  C2 1.547, H12 1.090, H13 1.090, H14 1.090
2 C -2.16 -5.93 0.87  C1 1.547, C3 1.535, C4 1.563, N10 1.493
3 C -3.63 -5.49 0.78  C2 1.535, H15 1.090, H16 1.090, H17 1.090
4 C -2.04 -7.12 -0.15  C2 1.563, C5 1.516, H18 1.090, H19 1.090
5 C -0.75 -7.92 -0.04  C4 1.516, C6 1.538, H20 1.090, H21 1.090
6 C -0.61 -8.39 1.42  C5 1.538, C7 1.565, H22 1.090, H23 1.090
7 C -0.77 -7.30 2.53  C6 1.565, C8 1.535, C9 1.568, N10 1.436
8 C -0.83 -7.97 3.91  C7 1.535, H24 1.090, H25 1.090, H26 1.090
9 C 0.55 -6.45 2.54  C7 1.568, H27 1.090, H28 1.090, H29 1.090
10 N -1.87 -6.41 2.25  C2 1.493, C7 1.436, O11 1.406
11 O -2.04 -5.43 3.24  N10 1.406, H30 0.960
12 H -1.47 -3.98 1.14  C1 1.090
13 H -0.22 -4.91 0.24  C1 1.090
14 H -1.64 -4.35 -0.56  C1 1.090
15 H -3.85 -4.65 1.43  C3 1.090
16 H -3.97 -5.29 -0.23  C3 1.090
17 H -4.21 -6.33 1.17  C3 1.090
18 H -2.87 -7.81 -0.01  C4 1.090
19 H -2.09 -6.78 -1.19  C4 1.090
20 H -0.67 -8.73 -0.75  C5 1.090
21 H 0.14 -7.32 -0.24  C5 1.090
22 H 0.44 -8.65 1.55  C6 1.090
23 H -1.18 -9.31 1.55  C6 1.090
24 H -1.86 -8.27 4.08  C8 1.090
25 H -0.65 -7.15 4.61  C8 1.090
26 H -0.28 -8.90 4.01  C8 1.090
27 H 0.50 -5.62 3.24  C9 1.090
28 H 0.92 -6.15 1.56  C9 1.090
29 H 1.39 -7.04 2.92  C9 1.090
30 H -2.91 -5.58 3.61  O11 0.960
31 C -3.63 2.83 1.93  C32 1.609, H42 1.090, H43 1.090, H44 1.090
32 C -4.61 3.78 2.78  C31 1.609, C33 1.588, C34 1.569, N40 1.478
33 C -5.97 3.84 1.97  C32 1.588, H45 1.090, H46 1.090, H47 1.090
34 C -4.88 3.14 4.19  C32 1.569, C35 1.555, H48 1.090, H49 1.090
35 C -5.55 4.01 5.29  C34 1.555, C36 1.534, H50 1.090, H51 1.090
36 C -4.82 5.36 5.38  C35 1.534, C37 1.601, H52 1.090, H53 1.090
37 C -4.53 6.08 3.98  C36 1.601, C38 1.541, C39 1.535, N40 1.474
38 C -5.80 6.83 3.52  C37 1.541, H54 1.090, H55 1.090, H56 1.090
39 C -3.56 7.24 4.26  C37 1.535, H57 1.090, H58 1.090, H59 1.090
40 N -4.05 5.14 2.96  C32 1.478, C37 1.474, O41 1.392
41 O -3.66 5.75 1.77  N40 1.392, H60 0.960
42 H -4.10 1.85 1.78  C31 1.090
43 H -3.37 3.13 0.91  C31 1.090
44 H -2.71 2.71 2.50  C31 1.090
45 H -6.82 4.16 2.58  C33 1.090
46 H -6.02 4.57 1.16  C33 1.090
47 H -6.25 2.84 1.66  C33 1.090
48 H -5.61 2.34 4.08  C34 1.090
49 H -3.95 2.72 4.57  C34 1.090
50 H -6.60 4.22 5.08  C35 1.090
51 H -5.70 3.48 6.22  C35 1.090
52 H -3.89 5.37 5.95  C36 1.090
53 H -5.53 5.92 5.98  C36 1.090
54 H -6.53 6.08 3.20  C38 1.090
55 H -5.63 7.35 2.58  C38 1.090
56 H -6.23 7.55 4.22  C38 1.090
57 H -2.73 6.85 4.85  C39 1.090
58 H -4.04 8.05 4.82  C39 1.090
59 H -3.36 7.75 3.32  C39 1.090
60 H -2.72 5.90 1.88  O41 0.960
61 C 5.02 0.88 0.49  C62 1.493, H72 1.090, H73 1.090, H74 1.090
62 C 6.46 0.49 0.57  C61 1.493, C63 1.564, C64 1.558, N70 1.468
63 C 6.65 -1.06 0.45  C62 1.564, H75 1.090, H76 1.090, H77 1.090
64 C 7.08 1.04 -0.75  C62 1.558, C65 1.511, H78 1.090, H79 1.090
65 C 8.58 1.16 -0.67  C64 1.511, C66 1.455, H80 1.090, H81 1.090
66 C 8.93 2.01 0.46  C65 1.455, C67 1.565, H82 1.090, H83 1.090
67 C 8.53 1.41 1.85  C66 1.565, C68 1.532, C69 1.524, N70 1.490
68 C 9.42 0.21 2.20  C67 1.532, H84 1.090, H85 1.090, H86 1.090
69 C 8.64 2.50 2.91  C67 1.524, H87 1.090, H88 1.090, H89 1.090
70 N 7.08 1.07 1.77  C62 1.468, C67 1.490, O71 1.411
71 O 6.59 0.41 2.92  N70 1.411, H90 0.960
72 H 4.53 0.65 -0.46  C61 1.090
73 H 4.47 0.39 1.29  C61 1.090
74 H 4.96 1.93 0.76  C61 1.090
75 H 6.38 -1.46 -0.52  C63 1.090
76 H 7.71 -1.22 0.60  C63 1.090
77 H 6.16 -1.70 1.18  C63 1.090
78 H 6.88 0.37 -1.59  C64 1.090
79 H 6.62 1.98 -1.05  C64 1.090
80 H 9.08 0.19 -0.65  C65 1.090
81 H 8.94 1.44 -1.66  C65 1.090
82 H 8.41 2.96 0.35  C66 1.090
83 H 10.02 2.05 0.45  C66 1.090
84 H 9.71 -0.38 1.33  C68 1.090
85 H 8.97 -0.42 2.96  C68 1.090
86 H 10.33 0.57 2.68  C68 1.090
87 H 8.33 2.23 3.92  C69 1.090
88 H 7.91 3.24 2.58  C69 1.090
89 H 9.57 3.06 3.00  C69 1.090
90 H 5.91 1.04 3.15  O71 0.960
91 C -4.02 1.86 -1.49  C92 1.578, H102 1.090, H103 1.090, H104 1.090
92 C -5.17 0.91 -2.00  C91 1.578, C93 1.556, C94 1.608, N100 1.506
93 C -6.33 0.93 -0.96  C92 1.556, H105 1.090, H106 1.090, H107 1.090
94 C -5.75 1.50 -3.38  C92 1.608, C95 1.540, H108 1.090, H109 1.090
95 C -6.61 0.45 -4.10  C94 1.540, C96 1.580, H110 1.090, H111 1.090
96 C -5.76 -0.84 -4.43  C95 1.580, C97 1.555, H112 1.090, H113 1.090
97 C -5.12 -1.48 -3.16  C96 1.555, C98 1.579, C99 1.549, N100 1.497
98 C -6.23 -2.32 -2.42  C97 1.579, H114 1.090, H115 1.090, H116 1.090
99 C -3.87 -2.22 -3.70  C97 1.549, H117 1.090, H118 1.090, H119 1.090
100 N -4.55 -0.44 -2.24  C92 1.506, C97 1.497, O101 1.412
101 O -3.97 -0.90 -1.04  N100 1.412, H120 0.960
102 H -4.33 2.90 -1.36  C91 1.090
103 H -3.65 1.43 -0.56  C91 1.090
104 H -3.20 1.81 -2.20  C91 1.090
105 H -7.17 0.26 -1.09  C93 1.090
106 H -5.86 0.65 -0.01  C93 1.090
107 H -6.72 1.94 -0.82  C93 1.090
108 H -6.35 2.34 -3.05  C94 1.090
109 H -4.96 1.90 -4.01  C94 1.090
110 H -7.49 0.18 -3.50  C95 1.090
111 H -6.96 0.86 -5.05  C95 1.090
112 H -5.00 -0.57 -5.16  C96 1.090
113 H -6.36 -1.54 -5.00  C96 1.090
114 H -6.82 -1.78 -1.68  C98 1.090
115 H -5.74 -3.14 -1.90  C98 1.090
116 H -6.89 -2.78 -3.16  C98 1.090
117 H -3.34 -1.57 -4.40  C99 1.090
118 H -4.14 -3.08 -4.31  C99 1.090
119 H -3.22 -2.55 -2.89  C99 1.090
120 H -4.76 -0.96 -0.49  O101 0.960
121 C 2.06 3.68 5.27  C122 1.540, H132 1.090, H133 1.090, H134 1.090
122 C 3.29 2.80 5.01  C121 1.540, C123 1.536, C124 1.611, N130 1.490
123 C 4.38 3.75 4.50  C122 1.536, H135 1.090, H136 1.090, H137 1.090
124 C 3.87 2.12 6.35  C122 1.611, C125 1.516, H138 1.090, H139 1.090
125 C 3.15 0.90 6.89  C124 1.516, C126 1.586, H140 1.090, H141 1.090
126 C 3.06 -0.13 5.68  C125 1.586, C127 1.589, H142 1.090, H143 1.090
127 C 2.42 0.45 4.35  C126 1.589, C128 1.581, C129 1.572, N130 1.507
128 C 2.60 -0.63 3.21  C127 1.581, H144 1.090, H145 1.090, H146 1.090
129 C 0.88 0.68 4.58  C127 1.572, H147 1.090, H148 1.090, H149 1.090
130 N 3.20 1.69 4.01  C122 1.490, C127 1.507, O131 1.475
131 O 2.89 2.13 2.63  N130 1.475, H150 0.960
132 H 1.47 3.35 6.12  C121 1.090
133 H 2.30 4.74 5.33  C121 1.090
134 H 1.45 3.70 4.37  C121 1.090
135 H 4.66 4.44 5.29  C123 1.090
136 H 5.17 3.18 4.01  C123 1.090
137 H 4.05 4.29 3.60  C123 1.090
138 H 4.89 1.75 6.20  C124 1.090
139 H 3.61 2.81 7.16  C124 1.090
140 H 3.65 0.56 7.80  C125 1.090
141 H 2.12 1.13 7.13  C125 1.090
142 H 2.48 -0.95 6.08  C126 1.090
143 H 4.10 -0.41 5.52  C126 1.090
144 H 3.60 -0.76 2.80  C128 1.090
145 H 2.07 -0.27 2.32  C128 1.090
146 H 2.16 -1.58 3.52  C128 1.090
147 H 0.62 1.32 5.43  C129 1.090
148 H 0.26 -0.18 4.81  C129 1.090
149 H 0.31 1.07 3.73  C129 1.090
150 H 2.00 2.50 2.63  O131 0.960
151 C 1.87 0.67 -3.91  C152 1.577, H162 1.090, H163 1.090, H164 1.090
152 C 1.43 1.57 -5.12  C151 1.577, C153 1.513, C154 1.545, N160 1.498
153 C 1.81 3.02 -4.88  C152 1.513, H165 1.090, H166 1.090, H167 1.090
154 C 2.29 1.29 -6.38  C152 1.545, C155 1.537, H168 1.090, H169 1.090
155 C 1.83 0.13 -7.28  C154 1.537, C156 1.526, H170 1.090, H171 1.090
156 C 0.31 0.06 -7.44  C155 1.526, C157 1.561, H172 1.090, H173 1.090
157 C -0.54 0.23 -6.14  C156 1.561, C158 1.546, C159 1.535, N160 1.460
158 C -2.01 0.50 -6.54  C157 1.546, H174 1.090, H175 1.090, H176 1.090
159 C -0.48 -1.10 -5.36  C157 1.535, H177 1.090, H178 1.090, H179 1.090
160 N -0.03 1.38 -5.40  C152 1.498, C157 1.460, O161 1.468
161 O -0.94 1.90 -4.38  N160 1.468, H180 0.960
162 H 1.78 -0.41 -4.02  C151 1.090
163 H 2.82 1.00 -3.48  C151 1.090
164 H 1.19 0.79 -3.06  C151 1.090
165 H 2.85 3.16 -4.59  C153 1.090
166 H 1.52 3.53 -5.80  C153 1.090
167 H 1.11 3.42 -4.14  C153 1.090
168 H 2.58 2.13 -7.01  C154 1.090
169 H 3.27 0.98 -6.03  C154 1.090
170 H 2.30 0.12 -8.27  C155 1.090
171 H 2.20 -0.77 -6.80  C155 1.090
172 H 0.10 -0.86 -7.97  C156 1.090
173 H 0.05 0.81 -8.18  C156 1.090
174 H -2.37 -0.27 -7.22  C158 1.090
175 H -2.02 1.48 -7.01  C158 1.090
176 H -2.72 0.48 -5.71  C158 1.090
177 H 0.57 -1.41 -5.31  C159 1.090
178 H -1.02 -1.91 -5.84  C159 1.090
179 H -0.69 -1.02 -4.30  C159 1.090
180 H -0.83 1.22 -3.71  O161 0.960
181 C -1.19 3.75 -0.68  C182 1.535, H192 1.090, H193 1.090, H194 1.090
182 C 0.08 4.53 -0.32  C181 1.535, C183 1.528, C184 1.573, N190 1.517
183 C 1.30 3.63 -0.54  C182 1.528, H195 1.090, H196 1.090, H197 1.090
184 C 0.13 5.71 -1.36  C182 1.573, C185 1.511, H198 1.090, H199 1.090
185 C 1.10 6.82 -1.04  C184 1.511, C186 1.548, H200 1.090, H201 1.090
186 C 0.89 7.40 0.38  C185 1.548, C187 1.587, H202 1.090, H203 1.090
187 C 0.85 6.30 1.51  C186 1.587, C188 1.534, C189 1.556, N190 1.507
188 C 2.28 5.78 1.75  C187 1.534, H204 1.090, H205 1.090, H206 1.090
189 C 0.26 7.06 2.74  C187 1.556, H207 1.090, H208 1.090, H209 1.090
190 N 0.01 5.13 1.07  C182 1.517, C187 1.507, O191 1.386
191 O -0.34 4.25 2.08  N190 1.386, H210 0.960
192 H -2.04 4.41 -0.52  C181 1.090
193 H -1.06 3.49 -1.73  C181 1.090
194 H -1.38 2.84 -0.10  C181 1.090
195 H 1.19 3.04 -1.45  C183 1.090
196 H 2.20 4.19 -0.77  C183 1.090
197 H 1.46 2.90 0.25  C183 1.090
198 H 0.52 5.27 -2.28  C184 1.090
199 H -0.78 6.23 -1.63  C184 1.090
200 H 2.10 6.38 -1.01  C185 1.090
201 H 1.25 7.56 -1.82  C185 1.090
202 H -0.01 8.02 0.40  C186 1.090
203 H 1.76 8.05 0.49  C186 1.090
204 H 2.30 5.04 2.55  C188 1.090
205 H 2.99 6.56 2.02  C188 1.090
206 H 2.71 5.22 0.92  C188 1.090
207 H 0.21 6.38 3.58  C189 1.090
208 H -0.76 7.36 2.49  C189 1.090
209 H 0.92 7.83 3.15  C189 1.090
210 H -1.30 4.32 2.11  O191 0.960
211 C 2.75 -4.10 -5.97  C212 1.553, H222 1.090, H223 1.090, H224 1.090
212 C 2.16 -4.67 -4.65  C211 1.553, C213 1.533, C214 1.555, N220 1.507
213 C 2.32 -3.67 -3.49  C212 1.533, H225 1.090, H226 1.090, H227 1.090
214 C 0.66 -4.95 -4.92  C212 1.555, C215 1.566, H228 1.090, H229 1.090
215 C -0.08 -5.93 -3.95  C214 1.566, C216 1.512, H230 1.090, H231 1.090
216 C 0.75 -7.16 -3.68  C215 1.512, C217 1.516, H232 1.090, H233 1.090
217 C 2.17 -6.89 -3.23  C216 1.516, C218 1.503, C219 1.512, N220 1.524
218 C 2.24 -6.47 -1.79  C217 1.503, H234 1.090, H235 1.090, H236 1.090
219 C 2.83 -8.25 -3.29  C217 1.512, H237 1.090, H238 1.090, H239 1.090
220 N 2.80 -5.99 -4.28  C212 1.507, C217 1.524, O221 1.372
221 O 4.17 -5.99 -4.19  N220 1.372, H240 0.960
222 H 3.84 -4.15 -5.85  C211 1.090
223 H 2.57 -4.67 -6.88  C211 1.090
224 H 2.47 -3.06 -6.12  C211 1.090
225 H 1.59 -3.75 -2.68  C213 1.090
226 H 3.33 -3.70 -3.10  C213 1.090
227 H 2.22 -2.66 -3.89  C213 1.090
228 H 0.20 -3.97 -4.80  C214 1.090
229 H 0.48 -5.27 -5.95  C214 1.090
230 H -0.32 -5.42 -3.02  C215 1.090
231 H -1.08 -6.23 -4.27  C215 1.090
232 H 0.80 -7.74 -4.61  C216 1.090
233 H 0.27 -7.88 -3.01  C216 1.090
234 H 3.18 -5.92 -1.73  C218 1.090
235 H 2.13 -7.25 -1.04  C218 1.090
236 H 1.42 -5.78 -1.58  C218 1.090
237 H 3.17 -8.51 -4.30  C219 1.090
238 H 2.18 -9.04 -2.93  C219 1.090
239 H 3.75 -8.26 -2.70  C219 1.090
240 H 4.39 -6.34 -5.06  O221 0.960
241 C -1.01 -0.56 0.34  C242 1.465, H245 1.090, H246 1.090, H247 1.090
242 C -0.25 -0.44 -0.91  C241 1.465, C243 1.500, O244 1.383, H248 1.090
243 C 0.99 -1.29 -0.91  C242 1.500, H249 1.090, H250 1.090, H251 1.090
244 O -1.05 -0.62 -2.02  C242 1.383, H252 0.960
245 H -1.65 -1.45 0.32  C241 1.090
246 H -1.71 0.25 0.54  C241 1.090
247 H -0.41 -0.68 1.24  C241 1.090
248 H 0.09 0.59 -0.92  C242 1.090
249 H 0.79 -2.35 -1.03  C243 1.090
250 H 1.72 -1.05 -0.14  C243 1.090
251 H 1.62 -0.97 -1.74  C243 1.090
252 H -1.97 -0.62 -1.76  O244 0.960
253 C -3.63 -1.77 2.45  C254 1.553, H257 1.090, H258 1.090, H259 1.090
254 C -5.15 -2.05 2.64  C253 1.553, C255 1.484, O256 1.397, H260 1.090
255 C -5.75 -1.34 3.80  C254 1.484, H261 1.090, H262 1.090, H263 1.090
256 O -5.96 -1.75 1.55  C254 1.397, H264 0.960
257 H -3.53 -0.73 2.13  C253 1.090
258 H -3.19 -2.37 1.65  C253 1.090
259 H -2.95 -1.94 3.28  C253 1.090
260 H -5.28 -3.12 2.78  C254 1.090
261 H -5.77 -0.26 3.67  C255 1.090
262 H -5.11 -1.51 4.67  C255 1.090
263 H -6.76 -1.65 4.08  C255 1.090
264 H -6.88 -1.92 1.79  O256 0.960

Results of the Löwdin charge analysis, in e, for atoms 1 through 99: atom 1 (C): -0.02, atom 2 (C): -0.46, atom 3 (C): -0.03, atom 4 (C): -0.13, atom 5 (C): -0.18, atom 6 (C): -0.12, atom 7 (C): -0.50, atom 8 (C): -0.03, atom 9 (C): -0.04, atom 10 (N): -0.11, atom 11 (O): -0.01, atom 12 (H): 0.07, atom 13 (H): 0.06, atom 14 (H): 0.08, atom 15 (H): 0.06, atom 16 (H): 0.09, atom 17 (H): 0.09, atom 18 (H): 0.12, atom 19 (H): 0.11, atom 20 (H): 0.11, atom 21 (H): 0.07, atom 22 (H): 0.11, atom 23 (H): 0.12, atom 24 (H): 0.08, atom 25 (H): 0.08, atom 26 (H): 0.09, atom 27 (H): 0.08, atom 28 (H): 0.06, atom 29 (H): 0.08, atom 30 (H): 0.10, atom 31 (C): -0.02, atom 32 (C): -0.41, atom 33 (C): -0.03, atom 34 (C): -0.12, atom 35 (C): -0.18, atom 36 (C): -0.11, atom 37 (C): -0.47, atom 38 (C): -0.05, atom 39 (C): -0.05, atom 40 (N): -0.12, atom 41 (O): -0.01, atom 42 (H): 0.06, atom 43 (H): 0.04, atom 44 (H): 0.07, atom 45 (H): 0.06, atom 46 (H): 0.08, atom 47 (H): 0.06, atom 48 (H): 0.10, atom 49 (H): 0.11, atom 50 (H): 0.10, atom 51 (H): 0.11, atom 52 (H): 0.11, atom 53 (H): 0.11, atom 54 (H): 0.06, atom 55 (H): 0.08, atom 56 (H): 0.09, atom 57 (H): 0.08, atom 58 (H): 0.08, atom 59 (H): 0.08, atom 60 (H): 0.07, atom 61 (C): -0.05, atom 62 (C): -0.50, atom 63 (C): -0.02, atom 64 (C): -0.14, atom 65 (C): -0.23, atom 66 (C): -0.14, atom 67 (C): -0.49, atom 68 (C): -0.03, atom 69 (C): -0.05, atom 70 (N): -0.10, atom 71 (O): -0.01, atom 72 (H): 0.09, atom 73 (H): 0.05, atom 74 (H): 0.09, atom 75 (H): 0.08, atom 76 (H): 0.06, atom 77 (H): 0.08, atom 78 (H): 0.11, atom 79 (H): 0.12, atom 80 (H): 0.11, atom 81 (H): 0.12, atom 82 (H): 0.13, atom 83 (H): 0.13, atom 84 (H): 0.07, atom 85 (H): 0.08, atom 86 (H): 0.08, atom 87 (H): 0.08, atom 88 (H): 0.08, atom 89 (H): 0.08, atom 90 (H): 0.08, atom 91 (C): -0.03, atom 92 (C): -0.43, atom 93 (C): -0.03, atom 94 (C): -0.11, atom 95 (C): -0.16, atom 96 (C): -0.13, atom 97 (C): -0.45, atom 98 (C): 0.00, atom 99 (C): -0.03